# 1
A molecular structure, C21H18BrClIrN2O2S in a non-equilibrium geometry. Source: the Open Molecules 2025 dataset; level of theory: wB97M-V/def2-TZVPD.

Results
Energy relative to the best compared isomer or geometry (same formula, charge and spin) (eV): 0.365
Maximum force (eV/A): 2.839
Kohn-Sham gap (spin up / spin down) (eV): 8.010 / 6.772
LUMO level (spin up / spin down) (eV): -2.4 / -4.8

```
! RIJCOSX wB97M-V def2-TZVPD def2/J DEFGRID3
* xyz 1 5
Ir 9.812 12.922 5.819
O 11.399 19.327 6.380
C 11.022 18.061 6.209
C 11.641 16.997 6.895
C 11.280 15.702 6.636
N 10.267 15.392 5.804
C 9.662 16.411 5.170
Br 8.419 16.006 3.806
C 9.989 17.740 5.306
H 11.966 19.399 7.148
H 12.512 17.119 7.557
H 11.750 14.850 7.132
H 9.479 18.527 4.766
C 11.816 12.336 3.263
C 11.688 12.886 4.646
O 12.653 13.328 5.243
H 12.551 12.938 2.697
H 10.943 12.193 2.644
H 12.234 11.320 3.442
S 12.375 8.946 6.106
C 11.909 10.600 6.468
N 10.654 10.833 6.644
C 9.927 9.581 6.718
C 8.582 9.431 6.893
C 8.081 8.128 6.923
C 8.881 7.020 6.636
C 10.244 7.195 6.326
C 10.762 8.499 6.375
H 12.687 11.338 6.544
H 7.917 10.311 7.033
H 7.044 7.985 7.176
H 8.527 6.019 6.620
H 10.907 6.356 6.101
Cl 8.748 11.557 3.675
C 7.282 11.173 4.599
C 6.565 10.057 4.226
C 5.435 9.714 4.975
C 5.038 10.553 5.989
C 5.727 11.691 6.327
C 6.911 12.019 5.638
C 7.763 13.225 6.036
H 6.845 9.469 3.372
H 4.901 8.795 4.757
H 4.169 10.280 6.578
H 5.348 12.339 7.079
H 7.563 14.044 5.385
H 7.560 13.525 7.086
*
```

Results of the Löwdin charge analysis, in e, for atoms 1 through 5:
1. Ir 1.242
2. O 0.121
3. C -0.282
4. C 0.013
5. C -0.147

---

# 2
A molecular structure, C21H18N2O5S5SbW in a non-equilibrium geometry. Source: the Open Molecules 2025 dataset; level of theory: wB97M-V/def2-TZVPD.

Results
Energy relative to the best compared isomer or geometry (same formula, charge and spin) (eV): 1.954
Maximum force (eV/A): 2.449
Kohn-Sham gap (spin up / spin down) (eV): 4.755 / 4.844
LUMO level (spin up / spin down) (eV): 3.6 / 3.6

```
! RIJCOSX wB97M-V def2-TZVPD def2/J DEFGRID3
* xyz -2 2
W -1.006 -0.272 -2.093
C -0.393 0.114 3.249
N 0.251 0.624 2.047
C 1.508 -0.040 1.791
C 1.401 -1.545 1.575
N 0.793 -1.981 0.305
C -0.131 -3.089 0.485
C 1.776 -2.167 -0.711
C 2.468 -3.369 -0.837
C 3.415 -3.562 -1.830
C 3.705 -2.535 -2.715
C 3.022 -1.331 -2.611
C 2.048 -1.151 -1.634
S 1.120 0.380 -1.618
C 0.274 2.042 1.928
C 1.495 2.703 1.795
C 1.576 4.079 1.611
C 0.410 4.823 1.584
C -0.812 4.189 1.747
C -0.938 2.801 1.917
S -2.537 2.122 2.085
H -1.159 0.808 3.575
H 0.347 -0.030 4.060
H -0.894 -0.836 3.053
H 2.210 0.106 2.638
H 1.977 0.398 0.910
H 0.835 -1.995 2.391
H 2.419 -1.955 1.640
H 0.309 -3.941 1.033
H -0.475 -3.445 -0.485
H -0.996 -2.725 1.038
H 2.242 -4.170 -0.143
H 3.923 -4.516 -1.911
H 4.438 -2.676 -3.500
H 3.209 -0.531 -3.315
H 2.420 2.141 1.827
H 2.545 4.550 1.489
H 0.444 5.896 1.428
H -1.731 4.760 1.717
O -6.194 1.726 -0.531
C -5.042 1.392 -0.578
C -3.853 2.317 -0.859
O -3.922 3.489 -1.119
C -2.682 1.423 -0.851
C -3.086 0.101 -0.598
O -2.090 -0.830 -0.542
C -4.507 -0.034 -0.420
O -5.188 -1.015 -0.185
O -1.452 1.665 -1.132
S -0.907 -2.030 -6.756
Sb 0.032 -1.037 -4.953
S -0.819 -2.400 -3.004
S -1.797 0.557 -3.986
*
```

Results of the Löwdin charge analysis, in e, for atoms 1 through 5:
1. W 0.730
2. C -0.119
3. N -0.133
4. C -0.229
5. C -0.158

---

# 3
C21H18N4O3 in the gas phase in a non-equilibrium geometry. Source: the Open Molecules 2025 dataset; level of theory: wB97M-V/def2-TZVPD.

Results
SMILES: C#CCOC(=O)N1Cc2nc(-c3ccc(OC)cc3)nn2-c2cc(C)ccc21
Energy relative to the best compared isomer or geometry (same formula, charge and spin) (eV): 2.643
Maximum force (eV/A): 2.546
Kohn-Sham gap (eV): 8.540
LUMO level (eV): 0.6

```
! RIJCOSX wB97M-V def2-TZVPD def2/J DEFGRID3
* xyz 0 1
C -2.429 3.460 -6.193
C -2.550 3.636 -4.991
C -2.560 3.898 -3.542
O -1.444 3.237 -2.968
C -1.259 3.471 -1.641
O -2.005 4.129 -0.928
N -0.165 2.865 -0.996
C -0.104 2.840 0.474
C -0.020 1.399 0.945
N -0.433 0.880 2.049
C -0.130 -0.477 1.850
C -0.381 -1.564 2.822
C -1.208 -1.307 3.956
C -1.533 -2.329 4.861
C -0.953 -3.594 4.720
O -1.186 -4.567 5.722
C -0.671 -5.910 5.494
C -0.099 -3.829 3.633
C 0.141 -2.863 2.671
N 0.424 -0.745 0.667
N 0.512 0.445 0.098
C 1.060 0.769 -1.156
C 1.974 -0.063 -1.766
C 2.552 0.297 -2.990
C 3.545 -0.644 -3.574
C 2.206 1.514 -3.589
C 1.308 2.393 -2.950
C 0.705 2.034 -1.719
H -2.309 3.229 -7.250
H -2.469 4.981 -3.370
H -3.487 3.550 -3.134
H -0.953 3.303 1.001
H 0.830 3.330 0.830
H -1.696 -0.336 4.055
H -2.214 -2.170 5.703
H 0.390 -5.986 5.798
H -0.800 -6.261 4.468
H -1.168 -6.614 6.133
H 0.431 -4.758 3.519
H 0.760 -3.124 1.809
H 2.217 -1.020 -1.325
H 3.914 -0.235 -4.519
H 3.066 -1.625 -3.846
H 4.387 -0.820 -2.942
H 2.720 1.843 -4.482
H 1.086 3.336 -3.405
*
```

Results of the Löwdin charge analysis, in e, for atoms 1 through 5:
1. C 0.120
2. C -0.080
3. C -0.182
4. O 0.014
5. C -0.451

---

# 4
A molecular structure, C21H19AuF6N3O7PS5 in a non-equilibrium geometry. Source: the Open Molecules 2025 dataset; level of theory: wB97M-V/def2-TZVPD.

Results
Energy relative to the best compared isomer or geometry (same formula, charge and spin) (eV): 1.246
Maximum force (eV/A): 1.642
Kohn-Sham gap (eV): 7.401
LUMO level (eV): -1.5

```
! RIJCOSX wB97M-V def2-TZVPD def2/J DEFGRID3
* xyz 0 1
Au 0.751 -1.237 -0.643
F -2.773 1.285 4.298
C -3.760 2.146 4.058
F -3.220 3.333 3.749
F -4.517 2.278 5.132
S -4.780 1.628 2.557
O -1.677 0.759 0.133
O -6.092 2.171 2.810
N -3.566 -0.589 0.901
S -1.494 -3.393 0.105
O -0.455 -4.415 0.135
O -0.856 -1.984 0.377
C -1.807 -3.182 -1.754
F -0.771 -3.605 -2.482
F -2.879 -3.913 -2.076
F -2.058 -1.907 -2.083
C 1.263 2.343 4.173
P 0.887 1.569 2.552
C 1.494 2.815 1.350
C 1.360 2.506 -0.010
C 1.678 3.453 -0.974
C 2.161 4.701 -0.603
C 2.295 5.011 0.740
C 1.967 4.074 1.710
C 2.261 0.352 2.468
C 3.604 0.736 2.467
C 4.609 -0.214 2.371
C 4.283 -1.564 2.278
C 2.955 -1.959 2.295
C 1.949 -1.003 2.393
H 2.296 2.681 4.265
H 1.077 1.589 4.939
H 0.585 3.178 4.356
H 0.659 1.721 -0.281
H 1.583 3.205 -2.025
H 2.409 5.435 -1.360
H 2.655 5.988 1.038
H 2.074 4.341 2.754
H 3.862 1.788 2.519
H 5.647 0.096 2.359
H 5.068 -2.305 2.195
H 2.694 -3.007 2.226
H 0.911 -1.316 2.402
O -5.593 -1.786 1.665
S -4.378 -1.260 2.159
O -3.519 -2.013 3.006
O -4.771 0.050 3.062
S -2.130 -0.108 1.183
N 5.409 1.563 -5.049
C 5.582 1.373 -3.732
S 6.959 1.783 -2.943
C 4.428 0.733 -3.026
C 3.536 -0.107 -3.684
C 2.499 -0.686 -2.982
N 2.340 -0.488 -1.669
C 3.183 0.331 -1.020
C 4.231 0.952 -1.669
H 6.154 1.994 -5.571
H 4.523 1.422 -5.502
H 3.644 -0.354 -4.731
H 1.783 -1.338 -3.463
H 3.212 0.211 0.054
H 4.881 1.625 -1.128
*
```

Results of the Löwdin charge analysis, in e, for atoms 1 through 5:
1. Au 0.917
2. F 0.118
3. C -0.735
4. F 0.111
5. F 0.159

---

# 5
2 unconnected molecules or ions with the total composition C21H19BCl3NO in a non-equilibrium geometry. Source: the Open Molecules 2025 dataset; level of theory: wB97M-V/def2-TZVPD.

Results
Maximum force (eV/A): 2.801
Kohn-Sham gap (eV): 4.681
LUMO level (eV): -2.2

```
! RIJCOSX wB97M-V def2-TZVPD def2/J DEFGRID3
* xyz 0 1
Cl 2.484 1.646 -3.339
B 1.875 -0.093 -3.438
Cl 2.532 -1.019 -4.912
Cl 2.270 -1.094 -1.896
O 0.385 0.037 -3.524
C -0.439 -0.943 -3.567
C -1.839 -0.731 -3.807
C -2.664 -1.868 -3.995
C -4.034 -1.730 -4.172
C -4.607 -0.443 -4.190
C -3.789 0.698 -4.073
C -2.412 0.571 -3.895
H -0.059 -1.965 -3.481
H -2.178 -2.850 -4.022
H -4.663 -2.621 -4.285
H -5.691 -0.337 -4.295
H -4.242 1.694 -4.113
H -1.757 1.445 -3.851
C 1.924 -0.649 4.623
N 1.372 -0.083 3.385
C 2.292 0.365 2.443
C 1.867 0.882 1.191
C 0.417 0.934 0.833
H 0.227 0.398 -0.135
C -0.502 0.483 1.930
C 0.002 -0.034 3.154
C -0.926 -0.452 4.143
C -2.297 -0.342 3.926
C -2.784 0.225 2.735
C -1.881 0.642 1.755
C 2.816 1.364 0.284
C 4.177 1.315 0.567
C 4.608 0.772 1.789
C 3.678 0.313 2.719
H 1.153 -0.990 5.314
H 2.560 -1.514 4.390
H 2.530 0.098 5.151
H 0.162 1.983 0.583
H -0.562 -0.872 5.085
H -2.982 -0.701 4.700
H -3.858 0.322 2.584
H -2.254 1.120 0.845
H 2.489 1.765 -0.676
H 4.909 1.671 -0.157
H 5.674 0.697 2.025
H 4.019 -0.111 3.670
*
```

Results of the Löwdin charge analysis, in e, for atoms 1 through 5:
1. Cl 0.548
2. B -1.853
3. Cl 0.503
4. Cl 0.538
5. O -0.055

---

Number 1: electronic energy -4607.3837 Eh. Number 2: electronic energy -3595.1776 Eh. Number 3: electronic energy -1255.7219 Eh. Number 4: electronic energy -4569.6943 Eh. Number 5: electronic energy -2347.1878 Eh.